No. 1
Formula: C17H13Br5IrN8O2
Source: the OMol25 dataset
Level of theory: ωB97M-V with the def2-TZVPD basis set

ORCA input file:
```
! RIJCOSX wB97M-V def2-TZVPD def2/J DEFGRID3
* xyz 2 6
Ir 0.37 -0.04 -0.66
Br 4.19 6.16 -0.68
C 3.72 4.35 -0.81
C 4.72 3.36 -0.80
Br 6.53 3.86 -0.69
C 4.38 2.01 -0.84
Br 5.68 0.66 -0.72
C 3.02 1.58 -0.89
O 2.66 0.38 -0.86
C 1.97 2.62 -0.91
O 0.77 2.24 -0.92
C 2.37 3.98 -0.87
Br 1.00 5.25 -0.82
N -5.96 0.16 -0.77
C -4.63 0.15 -0.78
C -3.90 -0.89 -0.15
C -2.53 -0.86 -0.17
N -1.83 0.12 -0.78
C -2.50 1.12 -1.36
C -3.87 1.17 -1.39
H -6.49 -0.58 -0.33
H -6.48 0.90 -1.21
H -4.43 -1.69 0.34
H -1.97 -1.64 0.31
H -1.91 1.90 -1.80
H -4.38 1.99 -1.88
Br 0.28 -6.91 -0.90
C 0.46 -5.04 -0.89
C 0.70 -4.36 0.31
C 0.80 -2.98 0.27
N 0.68 -2.27 -0.85
C 0.48 -2.92 -2.00
C 0.37 -4.29 -2.07
H 0.80 -4.89 1.24
H 1.01 -2.43 1.17
H 0.42 -2.32 -2.90
H 0.23 -4.78 -3.02
N -0.58 1.27 4.55
N 0.08 0.74 3.53
N 1.29 0.24 3.66
C 1.61 -0.10 2.43
N 0.60 0.18 1.59
N -0.36 0.72 2.31
H -0.31 0.94 5.46
H -1.55 1.48 4.39
H 2.53 -0.55 2.15
*
```

## Properties
* highest occupied orbital energy (spin up / spin down): -13.59 / -13.86 eV
* <S²>: 8.774
* Kohn-Sham gap (spin up / spin down): 8.44 / 4.62 eV
* M: 953.08 u

No. 2
Formula: C49H51N11O3PSTl
Source: the OMol25 dataset
Level of theory: ωB97M-V with the def2-TZVPD basis set

ORCA input file:
```
! RIJCOSX wB97M-V def2-TZVPD def2/J DEFGRID3
* xyz 0 1
Tl 1.10 -0.15 0.96
C -3.99 1.46 3.70
N -2.62 0.93 3.43
C -1.62 1.20 4.33
C -0.46 1.03 3.66
N -0.75 0.64 2.33
C -2.06 0.60 2.22
P -3.27 0.09 0.95
C -2.59 -1.60 0.42
N -1.93 -1.80 -0.69
C -1.70 -3.13 -0.75
C -2.27 -3.74 0.34
N -2.86 -2.74 1.09
C -3.46 -2.81 2.37
C -2.90 1.22 -0.36
N -2.34 2.41 -0.19
C -2.73 3.20 -1.26
C -3.50 2.40 -2.11
N -3.62 1.23 -1.51
C -4.47 0.16 -1.94
H -4.54 0.67 4.23
H -3.96 2.39 4.28
H -4.44 1.62 2.67
H -1.84 1.48 5.34
H 0.55 1.01 3.95
H -1.20 -3.63 -1.59
H -2.12 -4.75 0.73
H -3.93 -1.83 2.62
H -4.14 -3.63 2.50
H -2.70 -2.88 3.14
H -2.51 4.23 -1.53
H -4.12 2.66 -2.98
H -4.17 0.00 -2.98
H -4.16 -0.78 -1.53
H -5.56 0.33 -1.99
C 2.60 4.71 -3.11
C 1.35 5.35 -2.67
C 0.58 5.97 -3.66
C -0.57 6.66 -3.33
C -0.99 6.78 -2.01
C -0.34 6.09 -1.02
C 0.79 5.36 -1.37
N 1.33 4.57 -0.34
C 1.28 3.16 -0.31
N 0.73 2.60 -1.42
C 0.67 1.29 -1.94
C 0.96 0.09 -1.24
C 0.92 -1.12 -1.91
C 0.55 -1.21 -3.23
C 0.18 -0.04 -3.89
C 0.15 1.19 -3.23
C -0.36 2.39 -3.94
N 1.66 2.46 0.71
C 2.00 3.19 1.86
C 3.34 3.17 2.28
C 3.75 3.69 3.52
C 2.82 4.21 4.33
C 1.50 4.41 3.88
C 1.08 3.87 2.66
C -0.34 4.09 2.22
H 3.26 4.19 -2.37
H 3.14 5.43 -3.73
H 2.26 3.91 -3.85
H 0.83 5.89 -4.70
H -1.09 7.15 -4.14
H -1.82 7.43 -1.73
H -0.75 6.13 -0.06
H 1.21 4.91 0.64
H 0.60 3.31 -2.13
H 1.19 -2.03 -1.40
H 0.66 -2.13 -3.82
H -0.21 0.00 -4.90
H -1.00 2.14 -4.78
H 0.48 3.03 -4.26
H -0.95 3.04 -3.31
H 4.08 2.63 1.63
H 4.79 3.62 3.77
H 3.06 4.66 5.33
H 0.79 4.88 4.54
H -0.54 3.71 1.24
H -0.62 5.18 2.23
H -1.03 3.65 2.94
O 4.67 -0.68 1.38
S 3.88 -0.38 2.58
N 2.40 -0.14 2.59
C 3.27 -4.18 -3.82
C 2.43 -4.94 -2.79
C 1.47 -5.89 -3.19
C 0.67 -6.51 -2.28
C 0.83 -6.31 -0.90
C 1.81 -5.42 -0.48
N 1.81 -5.12 0.90
C 0.79 -5.37 1.76
C 0.33 -6.67 2.07
C -0.56 -6.91 3.05
C -1.00 -5.87 3.82
C -0.64 -4.55 3.53
C 0.18 -4.30 2.43
C 0.39 -2.81 2.00
O -0.38 -2.02 2.55
O 1.35 -2.51 1.22
C 2.65 -4.80 -1.41
C 3.73 -3.83 -1.06
H 3.01 -4.44 -4.82
H 4.29 -4.42 -3.59
H 3.00 -3.14 -3.76
H 1.26 -6.10 -4.28
H -0.08 -7.18 -2.72
H 0.25 -6.85 -0.22
H 2.06 -4.15 0.94
H 0.72 -7.43 1.55
H -0.88 -7.95 3.25
H -1.68 -6.01 4.63
H -0.98 -3.67 4.13
H 3.42 -3.39 -0.13
H 3.68 -3.03 -1.77
H 4.71 -4.22 -0.99
*
```

## Properties
* highest occupied orbital energy: -7.15 eV
* Kohn-Sham gap: 7.57 eV
* M: 1109.44 u